1.
36
Properties=species:S:1:pos:R:3:forces:R:3:mulliken_charge:R:1 method="wB97M-V/def2-TZVPD" gap_ev=8.83 largest_force_ev_per_a=0.7 homo_energy_ev=-8.20 e_above_lowest_kcal_mol=15.5 energy_ev=-24474.585 smiles="COC(=O)c1ccc2[nH]c([C@H](C)O)c([C@H](C)O)c2c1"
C -5.337361 -1.419066 0.209219 -0.41 0.05 0.00 -0.6887
H -5.887882 -1.021205 1.064596 0.02 -0.07 -0.08 0.2964
H -5.251239 -2.500508 0.278644 0.01 0.05 -0.01 0.2257
H -5.861531 -1.133821 -0.705735 0.02 -0.05 0.09 0.2949
O -4.012423 -0.915402 0.196774 0.39 0.05 0.00 -0.2720
C -3.897037 0.424686 0.165032 -0.35 0.02 0.00 0.4772
O -4.855365 1.160774 0.145648 0.08 -0.10 0.00 -0.6346
C -2.490107 0.876180 0.157637 0.26 -0.01 -0.01 -0.2406
C -1.440367 -0.027909 0.190610 -0.23 0.19 -0.02 -0.1583
C -0.141296 0.470616 0.178855 0.13 0.46 0.00 1.5440
C 0.074440 1.870552 0.148042 -0.50 -0.43 -0.01 -0.8963
C -0.981733 2.775777 0.116297 -0.02 0.05 0.00 -1.0498
C -2.256236 2.263375 0.118928 -0.05 -0.04 0.01 -0.6603
H -3.115480 2.915568 0.095188 -0.05 0.07 0.00 0.4986
H -0.802690 3.840132 0.092898 -0.03 0.12 -0.01 0.4067
N 1.418622 2.075294 0.158956 0.25 0.26 -0.04 0.0760
C 2.076265 0.867844 0.196733 0.00 -0.30 0.12 -0.3499
C 1.152464 -0.145946 0.205900 0.36 -0.02 0.12 0.4450
C 1.372051 -1.631019 0.221552 0.42 0.20 -0.40 0.1929
C 1.055333 -2.241069 -1.145403 0.09 -0.05 0.48 -1.3898
H 0.030205 -2.010510 -1.418752 -0.11 0.03 -0.07 0.2993
H 1.723772 -1.840333 -1.902558 0.05 0.03 -0.07 0.3348
H 1.169805 -3.320279 -1.092922 0.01 -0.13 -0.06 0.4197
H 2.427501 -1.849517 0.467987 -0.17 0.04 -0.14 0.1763
O 0.547454 -2.275952 1.175123 -0.23 -0.17 0.13 -0.5770
H 0.495057 -1.730959 1.967144 0.06 0.03 -0.02 0.3831
C 3.580870 0.846181 0.236173 -0.04 -0.02 -0.41 -0.2542
C 4.167096 0.208645 -1.027969 0.01 0.25 0.35 -1.1733
H 3.824509 0.745143 -1.908595 -0.05 0.01 -0.14 0.3576
H 5.252866 0.249510 -0.986650 0.09 -0.01 -0.01 0.3826
H 3.857859 -0.830264 -1.110678 -0.06 -0.11 -0.03 0.1909
H 3.935608 1.882165 0.306493 -0.08 -0.11 -0.06 0.4220
O 4.072592 0.237662 1.411401 0.18 -0.19 0.29 -0.5635
H 3.852434 -0.700984 1.396062 0.00 0.07 0.00 0.3978
H 1.873696 2.972831 0.163283 -0.04 -0.09 0.02 0.2363
H -1.629737 -1.088202 0.234090 -0.01 -0.07 0.00 0.8504

2.
9
Properties=species:S:1:pos:R:3:forces:R:3:mulliken_charge:R:1 method="wB97M-V/def2-TZVPD" gap_ev=9.87 largest_force_ev_per_a=4.1 homo_energy_ev=-9.68 e_above_lowest_kcal_mol=63.0 energy_ev=-91139.632
C 0.655353 0.878809 0.637178 -3.37 0.59 -2.25 -0.6610
C 0.283062 -1.395925 -1.082188 0.88 -0.21 -0.55 0.2055
C -0.601025 0.797128 0.165193 0.52 -0.22 2.20 0.1972
F 1.361913 -1.892907 -0.473031 -1.01 0.03 -0.12 -0.1281
F -0.740111 -2.012907 -0.583724 0.45 -0.50 0.10 -0.0748
Cl -1.779794 -0.075886 1.105319 -0.25 0.30 -0.25 -0.1532
Br -1.199506 1.781646 -1.275880 -0.34 0.11 -0.47 -0.0342
H 0.891960 0.337567 1.484728 1.07 -0.66 1.45 0.3809
H 1.128148 1.582479 0.022407 2.04 0.55 -0.11 0.2677

3.
18
Properties=species:S:1:pos:R:3:forces:R:3:mulliken_charge:R:1 method="wB97M-V/def2-TZVPD" gap_ev=5.16 total_charge=-1 largest_force_ev_per_a=5.3 homo_energy_ev=-2.54 e_above_lowest_kcal_mol=149.0 energy_ev=-9348.030
C -0.447163 -0.833797 -1.742567 -1.23 3.37 -1.09 -0.8554
N 2.383265 0.974251 0.639029 0.00 -0.10 0.45 -0.9728
C 1.218531 1.444412 1.186053 -0.71 0.68 -0.67 0.2214
O 0.637316 2.688712 0.415195 0.72 -0.45 -0.01 -0.7535
C -1.115116 -0.652696 -0.532043 2.33 -4.73 -0.43 0.3549
C -0.427118 -1.795064 0.337815 -0.84 1.33 1.50 -1.0942
N -2.359812 -0.286867 -0.067457 -0.08 -0.30 -0.27 -0.6906
H 0.631393 -0.902022 -1.782017 -0.01 -0.66 0.45 0.2874
H -0.799875 -0.230231 -2.592121 -0.14 -0.44 -0.15 0.2615
H 2.174015 0.066453 0.235118 0.13 0.05 -0.40 0.2276
H 1.255307 1.864584 2.201716 0.07 -0.12 0.10 0.2221
H 0.338774 0.781396 1.073191 -0.02 -0.33 0.56 -0.2579
H -1.001127 0.403797 0.017380 -0.52 0.76 -0.04 0.4103
H -0.955671 -1.740101 1.291299 0.42 -0.25 0.27 0.3329
H -0.570152 -2.786370 -0.078324 -0.12 0.10 -0.24 0.3624
H 0.627035 -1.571239 0.463221 0.09 -0.09 0.09 0.2991
H 1.393422 2.740666 -0.192674 -0.27 0.18 -0.08 0.4061
H -2.983024 -0.165885 -0.872814 0.19 1.01 -0.05 0.2386

4.
27
Properties=species:S:1:pos:R:3:forces:R:3:mulliken_charge:R:1 method="wB97M-V/def2-TZVPD" gap_ev=9.25 largest_force_ev_per_a=1.9 homo_energy_ev=-8.40 e_above_lowest_kcal_mol=30.6 energy_ev=-12676.398 smiles=Cc1ccc(O)cc1.CCC
C 0.159168 -0.811289 -3.106637 -0.60 0.68 -0.72 -0.1470
C 0.957714 -0.397134 -1.866295 -0.15 -1.01 -1.61 -0.8913
C 0.645960 -2.059660 -3.854656 0.27 0.30 0.00 -1.1153
H -0.904058 -0.828166 -2.843748 0.03 -0.79 0.21 0.1624
H 0.102867 -0.008041 -3.847833 0.48 0.33 0.15 0.3263
H 0.350900 0.336568 -1.364594 0.48 0.39 0.61 -0.0282
H 1.073106 -1.828344 -4.833043 -0.30 0.24 -0.09 0.2704
H 1.509848 -2.503322 -3.350547 -0.47 -0.41 0.31 0.3336
H 1.932978 -0.071308 -2.223524 0.09 0.45 0.45 0.4254
H 1.113296 -1.309765 -1.293024 -0.07 0.23 0.52 0.3567
H -0.186841 -2.741345 -4.016477 0.32 -0.39 0.12 0.3119
C -2.457655 1.234481 -0.415599 0.11 1.39 0.14 -1.5377
C 0.605006 1.433153 1.756411 1.01 0.50 0.14 -0.4441
C 0.835980 0.113024 2.160676 -0.65 0.77 -0.62 0.7443
C -0.478630 1.831488 1.014871 -0.52 -1.09 0.16 -0.4025
C -1.388632 0.847402 0.555562 1.05 1.23 -0.11 0.3533
C -0.071702 -0.839327 1.731411 0.61 -0.05 0.81 -0.6302
C -1.114576 -0.450087 0.911544 -0.58 -0.70 -0.95 -0.2753
O 1.963529 -0.108836 2.884933 -0.01 -0.23 0.17 -0.5346
H 1.385025 2.167606 1.938077 -0.11 -0.07 0.40 0.3458
H -0.579095 2.884034 0.792511 -0.14 -0.01 -0.27 0.3427
H 0.038153 -1.866099 2.064623 0.02 -0.10 -0.32 0.2922
H 2.005698 -1.032229 3.150342 0.01 -0.07 -0.03 0.2909
H -2.603478 0.561373 -1.218432 -0.52 -1.42 -0.36 0.3386
H -2.180595 2.116233 -1.009396 0.17 0.23 0.58 0.3762
H -1.640130 -1.219278 0.350115 -0.33 -0.12 0.52 0.3548
H -3.378404 1.495157 0.107987 -0.20 -0.26 -0.24 0.3806